[1]
Formula: C4H11N2O
Source: OMol25
Level of theory: ωB97M-V/def2-TZVPD

CARTESIAN COORDINATES (ANGSTROEM)
C  -2.085  0.725  1.062
N  -1.667  -0.494  0.213
C  -0.746  -0.124  -0.782
O  -0.756  -0.237  -1.961
C  0.708  0.172  -0.131
C  1.365  -0.876  0.864
N  1.605  0.268  -1.333
H  -1.555  1.050  1.940
H  -1.968  1.503  0.457
H  -3.114  0.510  1.147
H  -2.532  -1.058  0.063
H  0.635  1.163  0.266
H  1.433  -1.852  0.547
H  0.851  -0.973  1.761
H  2.422  -0.650  1.086
H  2.287  1.073  -1.352
H  0.973  0.320  -2.169
H  2.145  -0.520  -1.676

Results
Maximum force ... 4.4 eV/A
SMILES string ... CNC(=O)[C@@H](C)[NH3+]
LUMO energy ... -3.406 eV
Energy ... -343.46755 Ha
Frontier orbital gap ... 10.75 eV
Net charge ... +1
ΔE to the lowest compared entry with this formula, charge and spin ... 2.6287 eV

---

[2]
Formula: C5H8Cl3N2OS
Source: OMol25
Level of theory: ωB97M-V/def2-TZVPD

CARTESIAN COORDINATES (ANGSTROEM)
C  0.426  -2.159  1.046
C  -1.478  -1.268  0.027
C  2.447  2.749  -1.023
C  1.720  2.010  -0.012
C  -2.153  0.032  -0.352
N  -0.161  -1.207  0.427
N  -0.261  -3.230  1.337
O  1.147  0.987  -0.186
S  -2.237  -2.769  0.153
Cl  -1.993  1.143  1.116
Cl  -1.297  0.814  -1.616
Cl  -3.952  0.020  -0.876
H  1.452  -1.907  1.332
H  2.857  3.667  -0.833
H  3.105  2.150  -1.623
H  1.663  2.997  -1.846
H  -3.378  -2.278  -0.138
H  1.735  2.546  1.005
H  0.364  -0.369  0.060
H  -0.004  -3.929  2.002

Results
Maximum force ... 7.7 eV/A
LUMO energy ... -5.398 eV
Energy ... -2158.48957 Ha
Frontier orbital gap ... 8.34 eV
Net charge ... +1
ΔE to the lowest compared entry with this formula, charge and spin ... 0.8178 eV

---

[3]
Formula: C72H83ClN5O17S
Source: OMol25
Level of theory: ωB97M-V/def2-TZVPD

CARTESIAN COORDINATES (ANGSTROEM)
C  2.525  -1.112  5.029
C  2.578  0.382  5.386
C  1.349  1.224  5.029
C  1.482  2.009  3.698
C  0.899  3.410  3.773
C  0.959  1.127  2.530
N  2.086  0.615  1.625
C  2.960  1.692  1.034
C  4.472  1.473  1.136
C  4.998  1.039  2.493
Cl  5.108  0.414  -0.145
C  1.317  -0.363  0.669
C  1.911  -0.457  -0.746
N  1.108  -1.416  -1.509
C  1.282  -1.719  1.349
C  2.632  -2.447  1.416
C  2.819  -3.636  0.462
C  1.644  -4.589  0.373
N  1.346  -5.118  1.698
C  0.131  -5.700  2.016
N  -0.181  -5.827  3.221
N  -0.662  -6.156  0.933
C  -0.095  0.261  0.596
C  -0.169  1.428  1.562
S  -0.035  2.909  0.518
O  -1.274  1.409  2.327
C  -2.468  1.731  1.615
C  -3.661  1.029  2.202
C  -3.916  -0.355  1.581
C  -3.757  1.020  3.729
C  -5.240  0.754  4.074
C  -2.862  -0.017  4.436
H  3.355  -1.415  4.389
H  2.597  -1.736  5.916
H  1.585  -1.382  4.547
H  3.446  0.827  4.903
H  2.767  0.482  6.453
H  0.449  0.607  5.009
H  1.201  1.955  5.826
H  2.557  2.141  3.563
H  -0.184  3.386  3.886
H  1.137  4.002  2.893
H  1.343  3.926  4.623
H  0.559  0.231  3.002
H  2.674  0.061  2.248
H  2.654  1.879  0.015
H  2.742  2.601  1.588
H  4.898  2.448  0.902
H  4.365  0.319  3.006
H  5.114  1.908  3.141
H  5.984  0.595  2.386
H  1.907  0.525  -1.220
H  2.941  -0.792  -0.720
H  0.943  -1.078  -2.452
H  0.216  -1.647  -1.096
H  0.904  -1.592  2.364
H  0.528  -2.316  0.843
H  3.439  -1.745  1.193
H  2.797  -2.777  2.439
H  3.085  -3.305  -0.541
H  3.676  -4.200  0.834
H  0.780  -4.107  -0.096
H  1.928  -5.403  -0.295
H  1.532  -4.431  2.417
H  -1.069  -6.311  3.286
H  -0.116  -6.646  0.235
H  -1.125  -5.386  0.465
H  -0.431  0.473  -0.415
H  -0.804  -0.453  1.022
H  -0.410  3.752  1.464
H  -2.351  1.436  0.565
H  -2.614  2.817  1.614
H  -4.478  1.676  1.874
H  -3.633  -1.173  2.240
H  -4.973  -0.496  1.361
H  -3.390  -0.467  0.634
H  -3.527  2.010  4.130
H  -5.472  1.080  5.084
H  -5.909  1.272  3.386
H  -5.461  -0.309  3.967
H  -2.213  0.470  5.154
H  -3.480  -0.756  4.941
H  -2.241  -0.555  3.721
C  -3.029  -4.206  5.139
C  -2.865  -5.365  5.770
C  -3.928  -6.408  5.756
O  -3.780  -7.463  6.333
C  -5.179  -6.104  5.010
C  -5.342  -4.943  4.380
C  -4.279  -3.909  4.395
O  -4.420  -2.847  3.821
H  -2.274  -3.428  5.136
H  -1.967  -5.612  6.322
H  -5.935  -6.879  5.016
H  -6.241  -4.695  3.830
C  4.064  1.492  -5.392
C  3.043  1.176  -4.598
C  2.069  0.129  -5.002
O  1.113  -0.148  -4.294
C  2.273  -0.555  -6.296
C  3.300  -0.244  -7.081
C  4.268  0.807  -6.695
O  5.179  1.122  -7.432
H  4.783  2.263  -5.145
H  2.852  1.679  -3.665
H  1.543  -1.301  -6.580
H  3.462  -0.719  -8.041
C  -1.460  -2.289  -6.423
C  -2.745  -2.498  -6.148
C  -3.569  -3.427  -6.968
O  -4.738  -3.616  -6.716
C  -2.903  -4.111  -8.111
C  -1.618  -3.900  -8.385
C  -0.804  -2.978  -7.561
O  0.370  -2.778  -7.812
H  -0.843  -1.611  -5.845
H  -3.254  -2.010  -5.328
H  -3.524  -4.780  -8.692
H  -1.108  -4.383  -9.209
C  2.059  6.635  -2.324
C  2.391  5.368  -2.094
C  1.551  4.256  -2.591
O  1.846  3.093  -2.375
C  0.331  4.588  -3.357
C  -0.008  5.854  -3.590
C  0.828  6.980  -3.092
O  0.525  8.133  -3.296
H  2.653  7.471  -1.976
H  3.284  5.089  -1.548
H  -0.256  3.748  -3.706
H  -0.895  6.130  -4.146
C  -7.049  -0.339  9.281
C  -6.047  -0.161  8.425
C  -5.452  1.180  8.210
O  -4.535  1.337  7.425
C  -6.008  2.319  8.979
C  -7.010  2.144  9.836
C  -7.612  0.800  10.057
O  -8.523  0.639  10.837
H  -7.504  -1.305  9.459
H  -5.618  -0.970  7.847
H  -5.553  3.285  8.799
H  -7.438  2.955  10.412
C  5.235  1.317  -11.407
C  4.926  2.192  -10.453
C  4.674  3.619  -10.781
O  4.380  4.418  -9.915
C  4.784  4.033  -12.204
C  5.096  3.155  -13.154
C  5.345  1.725  -12.831
O  5.625  0.925  -13.697
H  5.424  0.271  -11.198
H  4.842  1.909  -9.413
H  4.595  5.078  -12.412
H  5.182  3.428  -14.198
C  -1.537  0.865  9.247
C  -1.471  0.407  8.000
C  -0.264  -0.300  7.501
O  -0.204  -0.716  6.362
C  0.857  -0.496  8.455
C  0.791  -0.040  9.703
C  -0.412  0.683  10.200
O  -0.469  1.098  11.336
H  -2.405  1.388  9.628
H  -2.287  0.531  7.304
H  1.717  -1.040  8.079
H  1.593  -0.173  10.418
C  0.474  -0.169  -9.761
C  0.662  -0.100  -11.076
C  0.704  1.209  -11.783
O  0.875  1.275  -12.979
C  0.523  2.438  -10.962
C  0.333  2.369  -9.647
C  0.300  1.061  -8.949
O  0.149  0.986  -7.745
H  0.424  -1.096  -9.207
H  0.792  -0.979  -11.697
H  0.557  3.377  -11.500
H  0.204  3.247  -9.027

Results
Maximum force ... 1.8 eV/A
LUMO energy ... -3.624 eV
Energy ... -5204.11424 Ha
Frontier orbital gap ... 7.38 eV
Net charge ... +1

---

[4]
Formula: C36H44N6O2SSi2Ta
Source: OMol25
Level of theory: ωB97M-V/def2-TZVPD

CARTESIAN COORDINATES (ANGSTROEM)
Ta  0.068  -0.184  -1.128
O  1.590  0.714  0.792
C  1.427  -0.291  1.744
C  2.580  -0.839  2.288
C  2.497  -1.874  3.202
C  1.257  -2.368  3.567
C  0.111  -1.829  3.011
C  0.169  -0.790  2.088
C  -1.141  -0.266  1.543
N  -2.083  -1.391  -0.509
C  -3.235  -1.629  -1.338
C  -3.444  -0.382  -2.208
N  -2.188  0.018  -2.778
C  -2.135  0.444  -3.977
C  -0.942  0.923  -4.623
C  -0.998  1.230  -5.988
C  0.116  1.673  -6.664
C  1.315  1.835  -5.980
C  1.399  1.561  -4.630
C  0.280  1.102  -3.925
O  0.343  0.838  -2.631
H  3.533  -0.449  1.966
H  3.398  -2.281  3.634
H  1.181  -3.179  4.277
H  -0.856  -2.222  3.287
H  -1.693  0.155  2.397
H  -4.141  -1.833  -0.759
H  -3.024  -2.493  -1.977
H  -3.788  0.430  -1.556
H  -4.210  -0.571  -2.972
H  -3.039  0.459  -4.598
H  -1.938  1.108  -6.506
H  0.063  1.879  -7.720
H  2.192  2.174  -6.510
H  2.329  1.686  -4.096
N  3.214  -3.448  -0.500
C  2.124  -2.661  -0.670
S  2.324  -1.228  -1.681
N  1.003  -2.942  -0.105
N  0.028  -2.019  -0.208
C  -1.309  -2.433  0.144
C  -1.729  -3.858  0.059
C  -2.286  -4.514  1.150
C  -2.812  -5.784  0.998
C  -2.761  -6.418  -0.231
C  -2.138  -5.798  -1.302
C  -1.623  -4.522  -1.159
C  -2.036  -1.414  0.959
C  -3.357  -1.378  1.600
C  -3.972  -0.177  1.524
C  -3.492  1.001  0.842
C  -2.268  1.323  0.324
N  -1.062  0.719  0.510
H  3.940  -3.399  -1.195
H  3.060  -4.334  -0.048
H  -2.309  -4.040  2.117
H  -3.274  -6.279  1.835
H  -3.199  -7.396  -0.355
H  -2.065  -6.304  -2.254
H  -1.143  -4.027  -1.994
H  -3.777  -2.225  2.113
H  -4.966  -0.085  1.940
H  -4.262  1.744  0.671
H  -2.194  2.210  -0.296
C  3.090  2.401  -1.393
Si  2.004  3.276  -0.088
C  3.069  4.703  0.592
C  0.380  3.907  -0.882
C  1.359  2.062  1.300
Si  1.865  2.417  3.153
C  0.883  4.019  3.497
C  1.168  1.230  4.478
C  3.761  2.547  3.321
H  3.233  3.052  -2.252
H  2.647  1.473  -1.745
H  4.075  2.166  -1.001
H  3.169  5.481  -0.156
H  4.070  4.363  0.834
H  2.657  5.166  1.480
H  0.537  4.788  -1.496
H  -0.349  4.170  -0.120
H  -0.068  3.142  -1.516
H  0.268  2.192  1.336
H  -0.179  3.797  3.570
H  1.005  4.780  2.736
H  1.179  4.458  4.444
H  0.168  0.883  4.238
H  1.103  1.764  5.421
H  1.783  0.354  4.646
H  4.090  3.580  3.279
H  4.291  2.010  2.541
H  4.087  2.148  4.277

Results
Maximum force ... 3.9 eV/A
LUMO energy (alpha / beta) ... -3.502 / -3.500 eV
Energy ... -2911.26317 Ha
Frontier orbital gap (alpha / beta) ... 6.73 / 6.74 eV
Net charge ... +1
ΔE to the lowest compared entry with this formula, charge and spin ... 4.0412 eV